1.
Entry from OMol25: a molecular structure, C8H23N2OSi at a distorted geometry (ωB97M-V/def2-TZVPD).

Summary:
ΔE to the lowest compared entry with this formula, charge and spin = 1.704 eV
HOMO level = -13.0 eV
Total charge = +1

Positions of all 35 atoms, in Å:
C (0.11690, -3.49852, 1.96951)
C (2.71118, -0.37750, -0.40690)
C (-2.56775, -1.22570, 0.19122)
C (0.83088, -2.65536, 0.84090)
C (2.04684, -0.33977, 0.95126)
C (-1.06433, 3.21001, -1.51725)
C (-1.05743, 1.90526, 0.57431)
C (0.61187, -1.18028, 1.02665)
N (-0.10415, 3.00837, -2.60847)
N (-0.46531, 2.95940, -0.22661)
O (-0.56294, -0.12067, -1.66041)
Si (-0.84073, -0.46359, -0.07003)
H (0.12615, -3.02155, 2.96133)
H (-0.90932, -3.47979, 1.71326)
H (0.44805, -4.54146, 2.11023)
H (3.71170, 0.06205, -0.46228)
H (2.10712, 0.26448, -1.07659)
H (3.02185, -1.41016, -0.58849)
H (-2.34697, -1.98332, -0.54989)
H (-2.78239, -1.65813, 1.18663)
H (-3.45659, -0.76439, -0.18298)
H (0.61127, -3.00376, -0.16908)
H (1.80630, -2.87548, 1.18545)
H (2.72328, -0.67037, 1.78437)
H (1.75229, 0.64307, 1.04766)
H (-1.42984, 4.26646, -1.73910)
H (-1.84275, 2.38700, -1.53950)
H (-2.19538, 2.08803, 0.48923)
H (-0.72579, 1.94657, 1.61431)
H (0.46710, -1.07558, 2.10889)
H (-0.21562, 3.61547, -3.46528)
H (-0.07126, 2.05822, -2.87660)
H (-0.49492, 3.92947, 0.26003)
H (0.51344, 2.80570, -0.52698)
H (-0.47276, -0.80415, -2.34881)

2.
Entry from OMol25: C2H6N2O in the gas phase at a distorted geometry (ωB97M-V/def2-TZVPD).

Summary:
ΔE to the lowest compared entry with this formula, charge and spin = 2.738 eV
HOMO level = -8.8 eV
Structure (SMILES) = [H]/N=C(/N)CO

Positions of all 11 atoms, in Å:
H (1.88285, -1.46619, -0.19776)
N (1.96966, -0.38882, -0.11896)
C (0.67413, 0.04000, -0.21071)
N (0.41403, 1.39652, -0.02088)
C (-0.47126, -0.81327, 0.05022)
O (-1.60931, 0.04703, -0.31242)
H (1.24917, 1.92691, -0.00368)
H (-0.51846, 1.79245, -0.08788)
H (-0.50405, -1.65281, -0.59482)
H (-0.56790, -1.05574, 1.06977)
H (-2.51887, 0.17392, 0.42712)

3.
Entry from OMol25: a molecular structure, C20H24CeCl5N4O13P4 at a distorted geometry (ωB97M-V/def2-TZVPD).

Summary:
ΔE to the lowest compared entry with this formula, charge and spin = 0.361 eV
⟨S²⟩ = 0.75
HOMO level (alpha / beta) = -7.8 / -8.2 eV
Spin multiplicity = 2

Positions of all 71 atoms, in Å:
Ce (-0.09496, 0.18631, 0.11834)
Cl (-3.02917, 3.71267, 0.28730)
C (-2.69661, 2.93767, -1.24940)
C (-1.84893, 1.81778, -1.35240)
C (-1.76415, 1.40446, -2.68812)
Cl (-0.73146, 0.04182, -2.99367)
C (-2.39675, 1.96594, -3.78810)
Cl (-2.19011, 1.30845, -5.36547)
C (-3.20565, 3.07639, -3.60061)
Cl (-3.98865, 3.82446, -4.93447)
C (-3.35276, 3.56800, -2.31282)
Cl (-4.34703, 4.95833, -2.06987)
N (-1.54285, -3.56109, -0.64098)
C (-2.39671, -2.69284, -0.00477)
C (-3.41852, -3.27742, 0.76708)
C (-4.36574, -2.47421, 1.34757)
C (-4.28730, -1.09890, 1.14781)
C (-3.24187, -0.61035, 0.39984)
N (-2.29079, -1.37295, -0.16670)
C (-0.41405, -3.35627, -1.43049)
C (0.03505, -4.44728, -2.17976)
C (1.14064, -4.29252, -2.98753)
C (1.77203, -3.06035, -3.01127)
C (1.26670, -2.05362, -2.21895)
N (0.17842, -2.17133, -1.44576)
H (-1.79376, -4.52864, -0.54893)
H (-3.44820, -4.35323, 0.88672)
H (-5.16310, -2.90284, 1.94039)
H (-5.02310, -0.42784, 1.56777)
H (-3.15204, 0.45327, 0.20536)
H (-0.49667, -5.38949, -2.13021)
H (1.49772, -5.11817, -3.58830)
H (2.65366, -2.88414, -3.61021)
H (1.75938, -1.09121, -2.22953)
C (0.30438, 1.88494, 5.05082)
C (-0.58157, 1.13754, 4.08070)
O (-1.60326, 0.46042, 4.79264)
P (-1.30132, 2.22693, 2.76830)
O (-2.81289, 1.75642, 2.79025)
O (-1.34658, 3.73250, 3.30562)
O (-0.64110, 2.16486, 1.43737)
P (0.29922, -0.03744, 2.97321)
O (0.96226, -1.15178, 3.90262)
O (-0.85758, -0.56236, 2.15384)
O (1.39075, 0.77740, 2.33232)
H (-0.27698, 2.61151, 5.61648)
H (1.09854, 2.39359, 4.50467)
H (0.74738, 1.17045, 5.74499)
H (-2.16579, 0.00441, 4.15094)
H (-3.33543, 2.26959, 2.14474)
H (-0.65510, 4.27066, 2.88864)
H (0.33283, -1.84575, 4.14893)
N (3.87722, 0.28143, 1.75031)
C (3.78701, -0.47655, 0.46134)
C (5.16570, -0.96978, 0.04598)
P (3.16702, 0.68904, -0.85185)
O (4.12430, 1.94038, -0.37281)
O (3.54349, 0.22511, -2.19733)
O (1.72790, 1.11144, -0.62407)
P (2.68138, -1.93870, 0.76060)
O (3.30048, -2.30028, 2.24146)
O (2.93946, -3.05881, -0.15808)
O (1.26401, -1.44807, 0.95433)
H (4.42274, 1.13156, 1.60917)
H (4.28362, -0.31897, 2.46761)
H (2.87786, 0.54282, 2.07555)
H (5.85903, -0.13421, -0.06494)
H (5.08356, -1.47686, -0.91215)
H (5.55469, -1.68037, 0.77799)
H (4.35818, 2.46161, -1.15733)
H (3.35779, -3.26618, 2.29880)

4.
Entry from OMol25: 2 unconnected molecules or ions with the total composition C25H31N2O3 at a distorted geometry (ωB97M-V/def2-TZVPD).

Summary:
ΔE to the lowest compared entry with this formula, charge and spin = 0.354 eV
HOMO level = -3.7 eV
Total charge = -1

Positions of all 61 atoms, in Å:
C (-2.64904, -0.64928, 0.56977)
C (-3.74624, -0.99405, -0.18599)
C (-4.15246, -0.29491, -1.35978)
N (-4.50802, 0.31502, -2.29929)
C (-4.65314, -2.02891, 0.22210)
N (-5.38815, -2.90608, 0.48701)
C (-2.69453, -0.85119, 2.01948)
C (-2.98212, -2.10697, 2.61152)
C (-3.04033, -2.21303, 4.00283)
C (-2.86946, -1.09174, 4.82136)
C (-2.56312, 0.14261, 4.23806)
C (-2.43955, 0.25504, 2.86518)
H (-1.92243, 0.05920, 0.19369)
H (-3.10706, -2.98254, 1.96390)
H (-3.24430, -3.18846, 4.44583)
H (-2.95628, -1.18458, 5.91065)
H (-2.42194, 1.02379, 4.86597)
H (-2.17337, 1.21585, 2.38831)
C (1.11177, -2.67767, 2.92972)
C (0.33356, -1.62091, 2.19191)
O (1.01299, -1.31409, 0.97018)
C (0.47524, -0.36199, 0.14925)
C (0.55908, -0.82225, -1.20999)
C (0.17298, -0.04317, -2.36078)
O (0.92517, -0.00698, -3.35068)
C (-1.16332, 0.66395, -2.42189)
C (-1.08753, 2.11104, -1.95747)
C (-0.03134, 2.95110, -2.70709)
C (1.18980, 3.31630, -1.84750)
C (2.54712, 2.83764, -2.38286)
C (3.55753, 2.41967, -1.29293)
C (3.25402, 1.05223, -0.66859)
C (3.60506, -0.17116, -1.51289)
C (3.05863, -1.51324, -1.00216)
C (1.61240, -1.88262, -1.39658)
O (0.09684, 0.74158, 0.57329)
H (0.58447, -2.88526, 3.86306)
H (1.15892, -3.61619, 2.35150)
H (2.12484, -2.32398, 3.15633)
H (-0.65924, -2.01457, 1.94619)
H (0.25236, -0.69380, 2.76840)
H (-1.51295, 0.62875, -3.46327)
H (-1.88558, 0.10794, -1.82456)
H (-2.07801, 2.56142, -2.12004)
H (-0.89641, 2.09626, -0.87506)
H (0.25582, 2.43937, -3.63813)
H (-0.52892, 3.88558, -3.00778)
H (1.22544, 4.41694, -1.79750)
H (1.03515, 2.97187, -0.81482)
H (2.40343, 2.01190, -3.09763)
H (2.99785, 3.67116, -2.94080)
H (4.56256, 2.42690, -1.73459)
H (3.54312, 3.15386, -0.47509)
H (3.77491, 0.97662, 0.29864)
H (2.18480, 1.04158, -0.42129)
H (3.26985, -0.02390, -2.54919)
H (4.70603, -0.25682, -1.51892)
H (3.71009, -2.29759, -1.42039)
H (3.12909, -1.56701, 0.09057)
H (1.32187, -2.74299, -0.78050)
H (1.60207, -2.16724, -2.45865)

5.
Entry from OMol25: a molecular structure, C50H64N5O4P2ReSe at a distorted geometry (ωB97M-V/def2-TZVPD).

Summary:
ΔE to the lowest compared entry with this formula, charge and spin = 0.000 eV
⟨S²⟩ = 0.84
HOMO level (alpha / beta) = -15.4 / -15.3 eV
Total charge = +3
Spin multiplicity = 2

Positions of all 127 atoms, in Å:
Re (-0.62124, 0.38187, -0.26102)
Se (-7.74370, 2.49513, 2.07033)
N (-7.13532, 1.76330, 0.56966)
C (-5.83875, 1.64464, 0.70556)
C (-4.97733, 1.08380, -0.32801)
C (-5.45737, 0.67315, -1.57115)
C (-4.55066, 0.20415, -2.49369)
C (-3.20709, 0.10742, -2.15590)
N (-2.72213, 0.45358, -0.95531)
C (-3.61234, 0.97415, -0.06429)
C (-3.05661, 1.46796, 1.17421)
N (-1.70876, 1.37270, 1.28670)
C (-1.13556, 1.89095, 2.36855)
C (-1.85927, 2.47663, 3.40027)
C (-3.22993, 2.54057, 3.31204)
C (-3.84956, 2.03918, 2.16449)
C (-5.28540, 2.10660, 1.93852)
N (-6.13070, 2.59946, 2.80790)
H (-6.51521, 0.74917, -1.78880)
H (-4.86257, -0.09950, -3.48353)
H (-2.49596, -0.27709, -2.86125)
H (-0.06296, 1.83332, 2.40671)
H (-1.33028, 2.86871, 4.25815)
H (-3.83457, 2.97869, 4.09596)
C (-1.41906, 2.04790, -3.87653)
C (-1.77484, 2.93333, -2.67394)
C (-1.95399, 4.38842, -3.11386)
P (-0.52674, 2.64379, -1.34315)
C (-0.41722, 4.20192, -0.36688)
C (-1.72649, 4.56089, 0.34102)
C (0.78862, 4.23928, 0.56597)
C (1.07522, 2.54674, -2.11772)
C (1.58161, 3.50760, -2.98372)
C (2.86854, 3.40567, -3.50009)
C (3.40494, 4.40394, -4.48095)
C (3.64804, 2.33811, -3.05962)
C (3.16882, 1.38818, -2.17501)
C (1.84961, 1.46145, -1.71458)
N (1.27107, 0.46600, -0.84311)
C (2.31161, -0.47679, -0.44112)
C (2.71799, -1.47795, -1.32968)
C (2.14648, -1.63450, -2.71212)
C (3.80344, -2.26926, -0.96923)
C (4.52599, -2.05328, 0.19968)
C (5.71814, -2.90310, 0.53351)
C (4.12647, -1.01155, 1.02791)
C (3.03469, -0.20358, 0.72317)
C (2.75630, 0.99514, 1.58500)
H (-2.29976, 1.89821, -4.50292)
H (-1.02037, 1.06967, -3.59434)
H (-0.65628, 2.53258, -4.48545)
H (-2.72272, 2.60170, -2.24141)
H (-1.05502, 4.78960, -3.58077)
H (-2.24982, 5.05062, -2.30298)
H (-2.74364, 4.42630, -3.86578)
H (-0.25175, 4.92275, -1.17490)
H (-1.80400, 4.06676, 1.30678)
H (-2.61456, 4.31324, -0.24404)
H (-1.75352, 5.63498, 0.52852)
H (0.72700, 3.47388, 1.33938)
H (0.82049, 5.20825, 1.06619)
H (1.72807, 4.10836, 0.02996)
H (0.97988, 4.36525, -3.25929)
H (2.76258, 5.27907, -4.55877)
H (3.48328, 3.95338, -5.47223)
H (4.40470, 4.73306, -4.19881)
H (4.66911, 2.25094, -3.41110)
H (3.83573, 0.60852, -1.84231)
H (2.84496, -1.21820, -3.44165)
H (1.19607, -1.12374, -2.84417)
H (2.01353, -2.68732, -2.95783)
H (4.12217, -3.04879, -1.65414)
H (5.44762, -3.95980, 0.57521)
H (6.15404, -2.62204, 1.49054)
H (6.48970, -2.80212, -0.23060)
H (4.70050, -0.79454, 1.92205)
H (3.21404, 0.87513, 2.56643)
H (1.68884, 1.15998, 1.72268)
H (3.17280, 1.89906, 1.13323)
C (0.04099, -5.43774, -1.48203)
C (0.21619, -4.40570, -0.39952)
O (0.20434, -3.05622, -0.97631)
P (-0.92611, -1.97826, -0.99772)
O (-2.14826, -2.80961, -0.45532)
C (-3.39400, -2.45948, 0.21285)
C (-3.16143, -2.07718, 1.65230)
O (-1.11640, -1.73181, -2.54866)
C (-1.34314, -2.80138, -3.52793)
C (-1.27668, -2.18934, -4.90171)
H (0.09162, -6.43160, -1.03553)
H (0.83242, -5.36507, -2.22799)
H (-0.92813, -5.34632, -1.97179)
H (1.18769, -4.48414, 0.06781)
H (-0.56893, -4.47033, 0.35283)
H (-3.98970, -3.36580, 0.13661)
H (-3.89579, -1.68321, -0.36051)
H (-2.71491, -2.90471, 2.20446)
H (-4.11506, -1.83517, 2.12407)
H (-2.49872, -1.21432, 1.74064)
H (-2.31716, -3.24467, -3.31675)
H (-0.57123, -3.55475, -3.38327)
H (-2.04214, -1.42376, -5.03847)
H (-1.44704, -2.96253, -5.65080)
H (-0.29813, -1.74660, -5.08593)
C (3.09533, -2.88428, 6.97109)
C (2.44780, -2.51423, 5.67756)
C (1.53693, -1.46431, 5.59370)
C (0.91858, -1.11873, 4.41086)
C (-0.04533, 0.01965, 4.47454)
C (1.21168, -1.84528, 3.21686)
C (0.69062, -1.55416, 1.91679)
O (-0.05696, -0.58144, 1.56903)
C (2.10666, -2.96371, 3.31677)
C (2.41558, -3.89862, 2.18483)
C (2.71250, -3.24620, 4.52105)
H (2.88600, -2.15980, 7.75430)
H (4.17550, -2.97221, 6.84851)
H (2.73055, -3.85997, 7.29987)
H (1.30222, -0.90251, 6.48929)
H (-0.34409, 0.19655, 5.50609)
H (-0.93556, -0.17370, 3.87985)
H (0.43235, 0.92814, 4.11055)
H (0.97287, -2.26231, 1.13812)
H (1.54508, -4.51958, 1.97236)
H (3.22039, -4.57095, 2.47315)
H (2.72123, -3.38331, 1.27736)
H (3.40010, -4.08098, 4.57763)